The following is a quantum chemistry calculation of a structure of composition C11H23ClINO2PTi, from the Open Molecules 2025 dataset.

ORCA input file:
```
! wB97M-V def2-TZVPD RIJCOSX def2/J DEFGRID3
* xyz 3 1
C 0.032 -4.667 -2.984
I 0.376 -2.736 -1.861
H -1.039 -4.881 -2.969
H 0.625 -5.424 -2.461
H 0.409 -4.472 -3.993
Ti -0.181 -0.763 -0.333
P -0.061 1.210 -1.875
C 1.402 1.697 -2.821
C -1.244 0.743 -3.187
H -1.672 2.751 -0.900
H -0.842 3.436 -2.346
H 0.013 3.367 -0.773
C -0.710 2.854 -1.419
H -2.246 0.615 -2.753
H -1.246 1.569 -3.912
H 1.081 2.381 -3.621
H 1.892 0.823 -3.267
H -0.934 -0.187 -3.685
H 2.109 2.218 -2.162
C 1.858 -0.239 -0.421
O 3.001 -0.023 -0.515
Cl -2.382 -0.114 -0.061
O -0.019 -1.210 1.516
C -0.259 -0.975 2.743
C 0.042 -2.014 3.765
C 0.992 -1.548 4.869
C 0.300 -0.744 5.966
C -0.228 0.602 5.479
C -1.320 0.500 4.423
N -0.807 0.192 3.083
H -0.916 -2.347 4.188
H 0.476 -2.871 3.237
H 1.451 -2.443 5.306
H 1.807 -0.960 4.430
H -0.525 -1.334 6.395
H 1.026 -0.570 6.771
H -0.654 1.137 6.336
H 0.594 1.228 5.116
H -2.050 -0.262 4.733
H -1.854 1.452 4.347
H -1.181 0.744 2.308
*
```

Its frontier orbital gap is 5.911 eV. The calculation puts the LUMO energy at -13.4 eV.

Here are the Mulliken charges for atoms 1 to 5, given in e: number 1, C, carries -0.679; number 2, I, carries 0.505; number 3, H, carries 0.363; number 4, H, carries 0.343; number 5, H, carries 0.346

---

The following is a quantum chemistry calculation of a structure of composition C4H7ClOS2, from the Open Molecules 2025 dataset.

ORCA input file:
```
! wB97M-V def2-TZVPD RIJCOSX def2/J DEFGRID3
* xyz 0 1
C 1.571 -0.551 0.600
C 1.676 1.015 0.423
C -0.356 2.098 -0.209
C -1.736 -0.346 0.450
H 1.697 -0.594 1.685
H 0.498 -0.911 0.164
H 2.725 0.972 1.166
H 1.730 1.380 -0.567
H -0.964 3.252 0.176
H 0.254 2.361 -1.140
H -1.294 -0.174 1.412
O 0.519 1.773 0.904
S -1.393 0.772 -0.861
S -2.716 -1.548 0.219
Cl 2.943 -1.256 -0.438
*
```

The energy above the lowest of the compared OMol25 structures with the same formula, charge and spin is 3.450 eV. Its frontier orbital gap is 8.562 eV. The calculation puts the LUMO energy at -0.4 eV.

Here are the Mulliken charges for atoms 1 to 5, given in e: number 1, C, carries -0.123; number 2, C, carries -0.604; number 3, C, carries -0.339; number 4, C, carries -0.288; number 5, H, carries 0.356

---

In order of appearance, largest force on an atom = 0.1475; 0.0863 hartree/bohr.